(1)
Below is a molecular structure, C31H40AsCrN2O4PSi, with properties calculated with wB97M-V/def2-TZVPD.

Properties
Expectation value of S² ... 6.048
Spin multiplicity ... 5
Gap between HOMO and LUMO (alpha / beta) ... 4.79 / 5.34 eV
Energy above the lowest of the compared OMol25 structures with the same formula, charge and spin ... 0.000 eV
Charge ... -2
Lowest unoccupied orbital energy (alpha / beta) ... 0.16258 / 0.16250 Eh

The geometry in XYZ format:
```
81
C31H40AsCrN2O4PSi | the OMol25 dataset | wB97M-V/def2-TZVPD
Cr -0.27057 -0.68753 -1.34268
O 1.05901 -1.24160 0.18330
C 1.51638 -1.39178 1.35601
C 1.93789 -2.67534 1.81948
C 2.46266 -2.87490 3.07379
C 2.61326 -1.80955 3.96532
C 2.22383 -0.54846 3.54778
C 1.69116 -0.30434 2.27917
C 1.32587 1.06041 1.90504
N 0.36620 1.45129 1.09579
C 0.38126 2.82020 1.10424
C 1.36698 3.28291 1.92297
N 1.96490 2.15145 2.43450
H 1.83273 -3.49300 1.11684
H 2.76021 -3.87527 3.37361
H 3.00576 -1.96591 4.96271
H 2.30398 0.27494 4.25212
H -0.31830 3.38629 0.50936
H 1.70446 4.27433 2.16967
H 2.78516 2.11908 3.01105
O -4.21626 -2.53615 -2.25669
C -3.30982 -1.83859 -1.79444
O -2.10306 -1.77045 -2.18155
C -3.67495 -0.89964 -0.60517
P -2.17865 -0.75176 0.42655
C -2.63523 0.36566 1.79670
C -1.85196 0.35925 2.95334
C -2.09183 1.25756 3.97839
C -3.11539 2.19226 3.86654
C -3.89489 2.21239 2.72130
C -3.65740 1.30358 1.69507
C -2.20230 -2.37241 1.28793
C -3.08652 -2.66795 2.32483
C -3.09336 -3.92224 2.91560
C -2.21802 -4.90493 2.47108
C -1.34047 -4.62378 1.43609
C -1.32936 -3.36443 0.84975
H -4.55689 -1.26748 -0.08083
H -3.88469 0.08329 -1.03238
H -1.03230 -0.34676 3.03834
H -1.46309 1.24107 4.86120
H -3.29484 2.90462 4.66330
H -4.69040 2.94135 2.61791
H -4.26728 1.33926 0.80146
H -3.77095 -1.90491 2.67812
H -3.78402 -4.13342 3.72424
H -2.21933 -5.88487 2.93438
H -0.64938 -5.38081 1.08585
H -0.62801 -3.14149 0.05465
C 4.97941 2.59339 -2.71251
As 3.70766 1.08977 -2.95815
C 5.07076 -0.32791 -2.96538
C 3.21827 0.92239 -1.07612
H 5.66946 2.39034 -1.88947
H 4.41667 3.50166 -2.49017
H 5.55047 2.75542 -3.62893
H 5.72752 -0.23755 -2.09676
H 5.66597 -0.26833 -3.87865
H 4.53711 -1.27663 -2.93514
H 4.11639 0.95812 -0.45317
H 2.70194 -0.02901 -0.94384
H 2.53770 1.72556 -0.79797
C 0.39519 -1.80218 -4.21649
C 1.00641 -1.48878 -2.84546
O 2.20958 -1.72865 -2.72317
H 0.90470 -2.66236 -4.66633
H 0.57576 -0.92437 -4.84708
H -0.67946 -1.96679 -4.14879
C -2.42023 2.47102 -1.75570
Si -0.81141 1.67462 -2.49115
C -1.28445 1.63858 -4.35684
C 0.35216 3.21424 -2.49722
H -2.57175 3.49853 -2.11669
H -2.40803 2.49340 -0.66002
H -3.29236 1.88447 -2.06605
H -1.71442 2.59396 -4.68959
H -2.00930 0.84370 -4.55686
H -0.39862 1.43635 -4.96803
H -0.18670 4.10180 -2.85769
H 1.19675 3.03898 -3.17181
H 0.76465 3.44483 -1.51041
```

(2)
Below is a single C25H27N5O4 molecule at a distorted geometry, with properties calculated with wB97M-V/def2-TZVPD.

Properties
Gap between HOMO and LUMO ... 8.20 eV
Energy above the lowest of the compared OMol25 structures with the same formula, charge and spin ... 2.041 eV
Lowest unoccupied orbital energy ... 0.01613 Eh
SMILES ... COc1ccc(NC(=O)CCCn2nc(C)c3c(C)n(-c4ccccc4)nc3c2=O)cc1OC

The geometry in XYZ format:
```
61
C25H27N5O4 | the OMol25 dataset | wB97M-V/def2-TZVPD
C 0.66586 3.11603 -3.06062
O -0.35730 3.20193 -2.10570
C -0.87851 2.03514 -1.59015
C -0.48285 0.77153 -2.00457
C -0.97931 -0.38463 -1.42768
C -1.89372 -0.29407 -0.38793
N -2.42052 -1.40238 0.28071
C -2.18330 -2.72339 0.04778
O -1.48528 -3.14194 -0.85220
C -2.93298 -3.65044 0.99744
C -2.07388 -4.85966 1.37225
C -1.01721 -4.49239 2.41658
N -0.14920 -3.44336 1.91674
N 0.73865 -3.87162 1.01064
C 1.46447 -3.05429 0.33003
C 2.39146 -3.64765 -0.67854
C 1.36532 -1.64882 0.57506
C 1.93582 -0.48116 0.07931
C 2.83789 -0.31039 -1.08751
N 1.41248 0.53117 0.82446
C 1.64415 1.91535 0.75494
C 0.63423 2.76168 1.20661
C 0.80026 4.13031 1.14624
C 1.97101 4.67014 0.63791
C 2.99291 3.82944 0.23431
C 2.84325 2.45444 0.30285
N 0.53149 0.10309 1.72917
C 0.48611 -1.21044 1.60269
C -0.38550 -2.13848 2.29807
O -1.25992 -1.85770 3.10332
C -2.32455 0.96642 0.01087
C -1.85092 2.13091 -0.57724
O -2.37660 3.27771 -0.05670
C -2.32229 4.48571 -0.78162
H 0.92967 4.14618 -3.29647
H 1.54854 2.60481 -2.66083
H 0.33318 2.61170 -3.97391
H 0.23863 0.66967 -2.79926
H -0.65108 -1.34785 -1.77748
H -2.96001 -1.16676 1.10273
H -3.24342 -3.11608 1.89564
H -3.82478 -3.99078 0.46470
H -2.70043 -5.65710 1.77298
H -1.57125 -5.22021 0.47240
H -0.39868 -5.36279 2.64384
H -1.48631 -4.11480 3.32761
H 3.39785 -3.25054 -0.56195
H 2.03605 -3.42056 -1.68262
H 2.40515 -4.72613 -0.55389
H 3.88801 -0.34507 -0.79242
H 2.66178 -1.11796 -1.79310
H 2.64528 0.63682 -1.58677
H -0.26550 2.32342 1.60456
H 0.00992 4.77616 1.49664
H 2.09528 5.74081 0.57508
H 3.92264 4.24223 -0.12886
H 3.67227 1.82076 0.03582
H -3.04251 1.07260 0.80946
H -1.31294 4.90058 -0.80758
H -2.98586 5.16747 -0.24910
H -2.68300 4.35523 -1.80472
```